Record 1
Formula: C5H8OS
Source: the Open Molecules 2025 dataset
Level of theory: wB97M-V/def2-TZVPD

The calculation puts the largest force on an atom at 7.57 eV Å⁻¹. The value obtained for the LUMO energy is 0.4 eV. The calculation puts the HOMO-LUMO gap at 9.48 eV. As for the HOMO energy: -9.058 eV. The total energy is -18193.0272 eV. Its total charge is 0.

Geometry as XYZ:
```
15
Properties=species:S:1:pos:R:3:forces:R:3
C -0.00583 0.82954 0.29882 1.8 1.7 2.2
C -1.40461 0.36714 0.01874 -0.4 -0.8 -0.4
C -1.32458 -1.08684 -0.50228 -5.8 -1.5 0.7
C -0.15583 -1.53076 -0.26597 6.8 -3.0 1.3
C 0.77069 -0.47316 0.32290 0.0 -0.6 2.8
H 1.48081 1.94987 -0.16363 -3.1 -0.1 -1.5
H 0.26279 1.35319 1.29978 -1.6 -1.2 -0.9
H -2.04158 0.42364 0.85566 -0.4 -0.4 1.7
H -1.93538 1.05076 -0.55800 -0.6 1.2 -1.9
H -2.32161 -1.95082 -0.55562 3.0 3.2 -0.4
H 0.51718 -2.53521 -0.28077 -2.8 1.9 -0.5
H 0.96928 -0.53311 1.48468 -1.0 -1.1 -1.9
H 2.22096 0.81143 -1.23803 0.7 -3.3 2.1
O 0.51442 1.80854 -0.56925 2.6 0.6 0.0
S 2.45326 -0.48421 -0.14703 0.7 3.3 -3.3
```
Forces are in eV/Å.

These are the Mulliken partial charges, in e, on atoms 1 to 5: atom 1 (C): 0.085, atom 2 (C): -0.808, atom 3 (C): -0.413, atom 4 (C): -0.104, atom 5 (C): 0.016


Record 2
Formula: C5H8OS
Source: the Open Molecules 2025 dataset
Level of theory: wB97M-V/def2-TZVPD

The calculation puts the largest force on an atom at 5.39 eV Å⁻¹. The value obtained for the LUMO energy (alpha / beta) is 0.5 / -3.4 eV. The calculation puts the HOMO-LUMO gap (alpha / beta) at 6.15 / 5.77 eV. As for the HOMO energy (alpha / beta): -5.628 / -9.214 eV. The total energy is -18191.7202 eV. As for the spin multiplicity: 3. Its total charge is 0. Its expectation value of S² is 2.01.

Geometry as XYZ:
```
15
Properties=species:S:1:pos:R:3:forces:R:3
C 0.09780 0.42281 -0.70053 1.4 1.2 5.1
C 0.42282 1.73638 0.09882 -0.8 -1.6 -0.3
C -0.10034 -0.76529 0.21362 1.9 -1.3 -4.0
C 0.34040 -2.11250 -0.41855 2.1 0.5 -0.4
C -0.58431 -0.79352 1.40224 -1.1 2.5 3.4
O 0.18583 0.41704 -1.89044 0.0 -0.1 -3.1
S -1.27309 2.73719 -0.30089 -1.3 0.7 0.4
H 0.50651 1.71100 1.17824 -0.1 -0.5 -0.1
H 1.01794 2.51869 -0.30747 1.0 -0.2 -0.7
H -0.12106 -2.90958 0.17201 -0.3 -0.1 -0.8
H 1.49248 -2.37105 -0.33185 -2.0 1.1 0.0
H 0.18108 -2.04218 -1.52776 -0.3 -0.7 1.1
H -0.73862 2.94165 -1.49918 0.0 -0.1 -0.4
H -0.58271 -1.67838 2.01126 -0.2 -0.2 0.1
H -0.84474 0.18773 1.90048 0.0 -1.3 -0.4
```
Forces are in eV/Å.

These are the Mulliken partial charges, in e, on atoms 1 to 5: atom 1 (C): 0.487, atom 2 (C): -0.921, atom 3 (C): 0.810, atom 4 (C): -1.155, atom 5 (C): -0.891


Record 3
Formula: C5H8OS2
Source: the Open Molecules 2025 dataset
Level of theory: wB97M-V/def2-TZVPD

Its structure (SMILES) is CS[C@H]1OC[C@H]2S[C@@H]12. The calculation puts the largest force on an atom at 6.48 eV Å⁻¹. The value obtained for the LUMO energy is 0.7 eV. The calculation puts the HOMO-LUMO gap at 9.43 eV. As for the HOMO energy: -8.691 eV. The total energy is -29029.5430 eV. Its total charge is 0.

Geometry as XYZ:
```
16
Properties=species:S:1:pos:R:3:forces:R:3
C 2.05704 1.22293 0.61865 2.0 -2.1 4.7
C 0.55990 -0.90224 -0.43000 -3.1 2.6 -0.5
C -1.54521 -0.99420 0.53123 -3.3 -5.3 1.7
C -1.79232 0.10817 -0.37899 -0.6 0.7 -1.9
C -0.35003 0.18524 -1.00658 -2.0 1.5 -1.9
H 1.89056 2.18783 0.21530 -1.2 0.5 -0.8
H 1.58318 0.94214 1.72030 0.4 1.0 -3.2
H 3.09519 1.38976 1.05110 -0.6 -0.5 -0.9
H 0.49334 -1.63093 -1.24436 0.2 -0.9 0.7
H -2.00458 -1.21515 1.60245 0.4 1.4 -2.2
H -1.95108 -1.99948 -0.06322 0.7 2.1 1.0
H -2.82780 0.11512 -0.91476 2.3 0.1 0.7
H -0.28139 0.42891 -2.09469 0.0 -0.3 1.1
O -0.22872 -1.12856 0.76798 4.2 -1.2 0.5
S 2.22544 -0.32152 -0.35756 0.2 0.6 0.9
S -0.92352 1.61200 -0.01683 0.3 -0.1 0.0
```
Forces are in eV/Å.

These are the Mulliken partial charges, in e, on atoms 1 to 5: atom 1 (C): -0.961, atom 2 (C): 0.118, atom 3 (C): -0.419, atom 4 (C): -0.114, atom 5 (C): -0.546


Record 4
Formula: C5H8OSi
Source: the Open Molecules 2025 dataset
Level of theory: wB97M-V/def2-TZVPD

The calculation puts the largest force on an atom at 5.09 eV Å⁻¹. The value obtained for the LUMO energy (alpha / beta) is 0.5 / -0.7 eV. The calculation puts the HOMO-LUMO gap (alpha / beta) at 6.52 / 9.23 eV. As for the HOMO energy (alpha / beta): -6.014 / -9.979 eV. The total energy is -15233.9545 eV. As for the spin multiplicity: 3. Its total charge is 0. Its expectation value of S² is 2.02.

Geometry as XYZ:
```
15
Properties=species:S:1:pos:R:3:forces:R:3
C 1.36555 -0.71496 -0.66620 0.4 -0.1 -1.2
C 0.34465 -1.51837 -0.24513 -2.1 -0.4 -0.3
C 2.13635 0.06786 0.01246 3.9 2.0 1.5
C -0.56847 -1.02579 0.77789 2.1 4.6 -0.5
C -1.53075 0.32282 0.22971 1.7 -2.8 1.9
O 3.02736 0.67066 0.50357 -2.0 -0.7 -0.5
Si -0.61185 1.84540 -0.30874 -0.2 1.3 0.1
H 1.49259 -0.64426 -1.71824 0.7 0.1 -0.9
H -0.09561 -2.02591 -1.05524 -0.5 -1.1 -0.8
H -1.17051 -1.76910 1.11849 -1.9 -1.8 1.5
H 0.18060 -0.59330 1.50435 -1.4 -0.4 0.3
H -2.13112 -0.16094 -0.50716 -0.7 0.0 -0.7
H -2.13780 0.51539 1.14020 0.2 0.3 -0.8
H -0.28191 2.73050 0.84745 0.1 -0.3 -0.4
H -0.01910 2.30002 -1.63341 -0.3 -0.7 0.7
```
Forces are in eV/Å.

These are the Mulliken partial charges, in e, on atoms 1 to 5: atom 1 (C): -0.572, atom 2 (C): -0.455, atom 3 (C): 0.650, atom 4 (C): -0.797, atom 5 (C): -0.708


Record 5
Formula: C5H8S
Source: the Open Molecules 2025 dataset
Level of theory: wB97M-V/def2-TZVPD

Its structure (SMILES) is C=C/C=C/CS. The calculation puts the largest force on an atom at 6.40 eV Å⁻¹. The value obtained for the LUMO energy is 0.8 eV. The calculation puts the HOMO-LUMO gap at 9.39 eV. As for the HOMO energy: -8.597 eV. The total energy is -16146.9529 eV. Its total charge is 0.

Geometry as XYZ:
```
14
Properties=species:S:1:pos:R:3:forces:R:3
C -1.27196 0.95225 0.40707 -0.7 0.5 0.1
C -0.47485 -0.38459 0.21888 -0.3 1.3 -1.2
C 0.02236 -0.63322 -1.02954 0.3 -2.6 3.0
C 0.79946 -1.92643 -0.99490 0.5 -1.0 -3.0
C 1.37966 -2.48049 -2.11018 -2.5 5.8 1.1
H 0.21008 0.77408 2.36061 -0.7 2.9 -1.6
H -1.49269 1.52048 -0.60718 1.0 -1.3 2.0
H -2.30641 0.94395 0.90868 1.7 -0.6 -0.6
H -0.10922 -1.09897 1.08338 -1.2 1.9 -1.6
H -0.21980 -0.13207 -1.96756 0.2 0.1 0.5
H 0.75731 -2.54496 -0.09300 0.0 0.5 -0.1
H 1.84964 -3.35328 -2.20483 1.7 -3.4 0.0
H 1.40201 -1.79805 -2.99222 0.0 -0.8 0.5
S -0.17619 2.03273 1.53526 0.1 -3.3 1.0
```
Forces are in eV/Å.

These are the Mulliken partial charges, in e, on atoms 1 to 5: atom 1 (C): -0.473, atom 2 (C): -0.137, atom 3 (C): -0.161, atom 4 (C): -0.031, atom 5 (C): -0.878


Record 6
Formula: C5H8S
Source: the Open Molecules 2025 dataset
Level of theory: wB97M-V/def2-TZVPD

The calculation puts the largest force on an atom at 4.90 eV Å⁻¹. The value obtained for the LUMO energy is 0.7 eV. The calculation puts the HOMO-LUMO gap at 8.01 eV. As for the HOMO energy: -7.324 eV. The total energy is -16145.5138 eV. Its total charge is 0.

Geometry as XYZ:
```
14
Properties=species:S:1:pos:R:3:forces:R:3
C -0.47455 -0.39394 1.57343 1.2 0.7 -1.0
C 0.73379 -0.31120 -0.58579 0.4 0.1 1.0
C -1.29131 0.55160 0.73861 0.0 0.2 -1.3
C -0.46455 0.60918 -0.62509 -3.0 -1.9 -1.8
C 1.28445 -1.18225 -1.43597 -3.3 2.0 -3.0
S 1.20376 -0.31950 1.24906 -0.6 0.8 -1.7
H -0.60219 -0.56232 2.59017 -0.7 -0.3 1.7
H -2.35108 0.24081 0.48641 1.2 -0.3 0.5
H -1.46685 1.56583 1.11115 0.5 0.1 0.3
H -0.32007 1.59702 -1.06676 0.6 0.0 0.5
H -1.22563 0.14666 -1.39158 1.5 0.7 1.0
H 0.88912 -1.35612 -2.56201 0.6 0.7 2.9
H 2.18712 -1.61855 -1.28461 2.4 -1.5 0.9
H 1.89799 1.03280 1.20297 -0.8 -1.2 0.0
```
Forces are in eV/Å.

These are the Mulliken partial charges, in e, on atoms 1 to 5: atom 1 (C): -0.630, atom 2 (C): 0.345, atom 3 (C): -0.351, atom 4 (C): -0.611, atom 5 (C): -0.757